Record 1
# C30H29ClIrNO2S2

C30H29ClIrNO2S2 as an isolated structure (ωB97M-V with the def2-TZVPD basis set, the OMol25 dataset).

Last column: Mulliken charge in e.
Cartesian coordinates (Å):
H: -5.0582 4.0127 -0.1945  0.440
H: -2.7867 -4.2672 1.2321  0.502
Ir: -0.0305 -0.1802 0.6336  1.608
C: -3.9263 2.2725 -0.7222  -0.585
H: -4.6894 -0.8878 -1.6087  0.556
C: 0.7813 -3.4434 0.6272  0.747
H: 3.7576 -4.9326 1.2232  0.453
O: -1.2350 -0.4258 -1.0144  -0.375
H: 0.2527 -2.4024 -1.1997  0.456
C: 2.9924 -4.3752 0.7003  -0.747
H: -0.9320 1.5852 2.5340  0.505
H: 3.6708 -1.4085 1.6687  0.613
O: -1.1278 -1.7303 1.4914  -0.561
H: -0.7779 -0.1402 3.1063  0.456
H: 1.3405 -1.4163 2.5533  1.022
C: 2.2437 -3.1680 -1.2476  -1.194
C: -0.3734 0.6574 2.4940  -1.244
N: 0.8958 1.1841 -0.4842  -0.543
C: 1.0663 0.7236 2.3555  0.237
H: 4.0807 5.5951 -3.8513  0.419
H: -5.1334 3.4455 2.2087  0.430
H: -2.7615 -4.0894 -1.4361  0.540
H: -3.3576 -1.8287 0.5082  0.067
C: -3.3566 0.7825 1.1087  -0.065
C: -3.3297 1.1099 -0.2453  0.823
Cl: 5.4099 0.7680 1.1477  -0.151
C: -2.4198 -3.3494 -0.7103  -0.392
C: 3.1277 -0.4810 1.7867  -1.134
H: -1.5805 -2.8374 -1.1718  0.006
C: -3.6941 -1.3344 -1.5618  -1.045
H: 0.3568 3.9809 -2.4992  0.504
H: 1.6177 5.6874 -3.7751  0.417
H: -4.4886 -2.8704 -0.3093  0.500
C: 4.2287 3.8461 -2.6248  -0.696
C: 1.7653 -4.1483 1.3115  -0.503
C: 3.2292 -3.8841 -0.5735  -0.533
H: -3.4943 -1.7885 -2.5347  0.489
C: 1.4371 3.9515 -2.5415  -0.467
C: -4.6221 2.7913 1.5153  -0.565
H: 1.2367 2.8896 2.3122  0.442
H: 2.4330 -2.7933 -2.2446  0.484
H: 4.1843 -4.0612 -1.0498  0.453
S: -0.7181 -3.2283 1.5482  0.263
C: -3.5407 -2.3433 -0.4303  -0.415
C: 3.0847 1.9510 1.8432  -0.820
C: 1.7699 -0.4927 2.1881  -0.394
C: -4.0056 1.6351 1.9847  -1.227
C: 2.1426 2.9459 -1.8738  0.311
C: -4.5836 3.1111 0.1673  -0.647
H: 3.6402 2.8729 1.7327  0.502
H: -3.8820 2.5171 -1.7764  0.470
H: 4.0661 2.1009 -1.3812  0.455
H: 1.5751 -4.5182 2.3120  0.460
H: 5.3086 3.8154 -2.6643  0.425
C: 3.5388 2.8862 -1.9083  -0.386
C: 1.4273 1.9686 -1.1294  0.928
H: -2.8741 -0.1098 1.4800  0.612
C: 2.1455 4.9021 -3.2522  -0.674
C: 3.5337 4.8473 -3.2929  -0.371
C: 3.7557 0.7167 1.6189  0.356
C: 1.0123 -2.9462 -0.6562  0.028
C: -1.9602 -4.0849 0.5422  -0.967
S: -2.6003 0.1117 -1.5073  0.134
H: -1.4943 -5.0490 0.3285  0.550
H: -4.0426 1.3935 3.0389  0.487
C: 1.7689 1.9579 2.1695  -0.453

Cartesian forces (eV/Å) of the 6 atoms listed first:
0.0 0.0 0.0
0.0 0.0 0.0
0.5 0.0 -0.4
0.0 0.0 0.0
0.0 0.0 0.0
0.0 0.0 0.0

Properties
2S+1 = 1
Kohn-Sham gap = 8.1 eV
energy relative to the best compared isomer or geometry (same formula, charge and spin) = 0.0000 eV
total charge = +2
max |F| = 0.01153 hartree/bohr

***

Record 2
# C30H29ClN6O3

A single C30H29ClN6O3 molecule (ωB97M-V with the def2-TZVPD basis set, the OMol25 dataset).

Last column: Mulliken charge in e.
Cartesian coordinates (Å):
H: -1.5799 0.7024 -0.5727  1.376
H: -3.2936 -5.0726 -0.9702  0.364
C: 0.0853 -1.4080 -0.4701  0.688
H: 3.2673 -3.9244 0.3433  0.439
N: -6.0702 0.5921 0.3153  -0.735
C: -4.8456 0.0433 0.1672  -0.607
C: -0.3563 3.5494 -0.1137  -1.165
H: 4.5023 2.2796 1.5375  0.416
O: -3.4252 -3.3666 0.0583  -0.616
Cl: 0.6156 0.3942 2.9052  -0.248
H: -1.2752 -2.8992 -0.1126  0.312
C: 3.1372 1.4391 -1.3279  0.641
H: 5.1543 1.3649 -4.0390  0.402
H: -7.1717 2.2968 0.3557  0.460
H: 2.2936 -2.0769 2.6407  0.150
N: 4.1041 -2.4972 1.5861  0.064
C: -2.3786 -1.2229 -0.2520  0.160
H: 2.8367 -3.7721 2.6306  0.327
H: 4.3851 -2.7867 -0.4413  0.396
C: 3.9846 2.1875 -0.5200  0.432
O: 2.5442 1.9053 1.4633  -0.357
C: 3.6553 2.5662 0.9060  -1.081
H: 3.6924 -2.5760 3.6119  0.301
H: 5.2669 -0.9746 0.7649  0.282
H: 3.5458 3.6568 0.9786  0.448
H: -5.7169 -4.4421 -0.8828  0.287
C: 4.6325 -1.1473 1.6332  -0.959
O: 0.3193 -0.2519 -0.7757  -0.642
H: -5.6538 -1.9289 0.3471  0.617
H: 6.5259 2.7207 -2.4463  0.417
C: 3.1726 -2.7367 2.6682  -0.757
C: 3.5579 1.1316 -2.6131  -0.495
H: -5.1493 -4.6697 -2.5426  0.411
H: -0.5844 4.2996 -0.8557  0.434
H: -5.3851 -3.0376 -1.9071  0.391
H: 5.2434 -1.0530 2.5315  0.419
C: -1.3882 2.8377 0.4848  -0.701
C: -3.5510 -1.9907 -0.0067  0.658
C: 1.1429 -2.3926 -0.1755  -0.622
C: -3.7733 2.2326 0.0961  0.395
C: -3.6195 -4.0495 -1.1761  -0.164
C: 0.2386 1.6208 1.7578  0.298
C: -3.6646 0.8130 -0.0226  0.276
C: 0.9634 3.2848 0.2036  -0.250
H: 0.8431 -3.4064 0.0525  0.308
H: -2.9693 -3.6165 -1.9501  0.236
H: 2.1724 1.1041 -0.9803  0.143
C: 4.7925 1.5843 -3.0467  -0.383
C: -5.0700 2.7608 0.1829  0.125
C: -4.7526 -1.3631 0.1761  -0.285
N: -1.1798 -1.9199 -0.3570  0.103
C: -2.4624 0.1471 -0.3128  -1.229
C: 3.5693 -2.8750 0.2837  -1.582
H: 3.8526 -0.3757 1.6668  0.269
H: 2.6566 -0.9902 -0.3747  0.046
H: -2.9422 4.0601 -0.0549  0.323
C: 1.2900 2.2918 1.1204  0.229
H: -1.8608 1.3698 1.9903  0.641
H: 1.7406 3.8327 -0.3043  0.424
H: 2.9214 0.5460 -3.2603  0.472
C: -5.0645 -4.0461 -1.6568  -1.284
N: -5.4281 5.2895 0.2405  -0.555
C: 5.5550 2.3347 -2.1637  -0.551
N: 5.1677 2.6261 -0.9365  -0.645
C: -1.0790 1.9025 1.4729  0.303
N: -2.7097 3.0860 0.0989  0.022
C: 2.4208 -2.0208 -0.1476  0.627
C: -6.1738 1.8861 0.2764  -0.688
C: -5.2747 4.1507 0.2213  0.069

Cartesian forces (eV/Å) of the 6 atoms listed first:
0.0 -0.1 0.0
0.0 0.1 -0.1
-0.1 0.1 -0.1
0.0 0.0 -0.1
-0.7 -0.1 0.0
0.6 0.4 -0.1

Properties
2S+1 = 1
Kohn-Sham gap = 7.7 eV
energy relative to the best compared isomer or geometry (same formula, charge and spin) = 0.0986 eV
max |F| = 0.02100 hartree/bohr
structure (SMILES) = CCOc1cc2ncc(C#N)c(Nc3ccc(OCc4ccccn4)c(Cl)c3)c2cc1NC(=O)/C=C/CN(C)C

***

Record 3
# C30H29F3O16PSnV3

C30H29F3O16PSnV3 as an isolated structure (ωB97M-V with the def2-TZVPD basis set, the OMol25 dataset).

Last column: Mulliken charge in e.
Cartesian coordinates (Å):
C: -2.7995 -3.7863 3.3166  -0.460
H: 3.0545 3.8968 -0.5416  0.418
H: -0.0650 0.1628 7.7351  0.349
H: -0.3379 4.0703 5.3316  0.450
Sn: -3.2962 4.6371 0.9026  0.829
H: -0.2785 -2.1452 -4.1469  0.289
F: -1.9394 2.3182 -0.1488  -0.348
H: 6.1937 -2.0449 -2.5858  0.368
C: -1.8597 -2.3570 1.6717  0.279
C: 4.5545 -1.5916 -1.8871  0.267
C: -0.4410 3.0145 5.1105  -0.556
C: 2.2663 2.3181 0.7901  0.692
C: -1.5757 -4.3382 3.5878  -0.838
H: -3.6648 -4.1689 3.8452  0.478
H: 1.7965 -2.7591 -3.4734  0.527
H: 0.2599 -2.5994 1.2849  -0.058
C: 1.8037 -1.6911 -1.6481  0.342
H: 1.2992 -4.3989 2.2655  0.324
C: -2.9923 -2.8028 2.3138  0.329
P: -1.5553 1.1831 -1.2072  -1.356
O: -0.7070 3.4604 2.7162  -0.420
O: -0.4825 -0.1441 6.9179  -0.480
C: 2.4509 -2.2899 -2.7513  -0.729
C: -1.2642 -1.7567 -4.3545  0.012
H: -0.3600 2.8323 2.0612  0.044
O: -2.8499 0.6092 -1.6377  0.635
H: -2.4045 -3.5840 -4.0686  0.495
V: 0.5880 3.2102 -3.2603  1.454
O: 0.6628 -4.5774 2.9724  -0.436
C: -1.0123 1.2487 3.6051  0.136
O: 0.9237 2.5858 0.6428  -0.052
C: -1.3316 -0.4284 -4.7086  -0.571
O: -5.4649 0.5364 -3.0330  -0.465
C: 3.8130 -2.1726 -2.9131  -0.633
F: -0.6749 0.1744 -0.3435  -0.043
H: -0.4406 0.1457 -4.4787  0.512
V: -4.8672 -0.0566 -1.6570  1.626
C: 3.8983 -1.0216 -0.7820  -0.655
O: -4.2789 4.7169 -4.3208  -0.499
C: -2.5389 0.1516 -5.1267  0.379
O: 0.1189 2.5401 -4.5818  -0.395
C: 4.5572 2.6781 0.1914  -0.635
H: -4.2592 -1.5339 1.5546  0.229
H: 1.8823 0.6929 2.1174  0.705
C: -0.5982 -2.8613 1.8824  -0.169
H: -1.4120 -5.0589 4.3769  0.544
C: 2.5432 -1.0383 -0.6477  0.833
H: -4.5203 -0.1620 -5.6931  0.504
H: -1.9782 -1.6138 0.8896  0.082
O: 6.2602 1.2366 1.1478  -0.513
O: 0.4719 -1.8240 -1.5468  -0.315
H: 4.5865 -0.5605 -0.0823  0.453
H: -1.2317 0.8582 2.6166  0.545
H: 4.3351 -2.5518 -3.7831  0.411
O: -2.7938 3.8525 -2.4127  -0.705
C: -3.6138 -0.6769 -5.4018  -0.700
C: 2.6479 1.2638 1.6051  -0.731
H: -0.0116 -1.1231 -1.0620  0.235
O: 5.8694 -1.3056 -2.0401  -0.436
H: -0.0491 2.4942 7.1347  0.366
C: 4.0033 0.9882 1.8382  -0.500
C: -0.7686 2.6110 3.8098  0.241
C: -0.5644 0.7669 5.9366  0.709
F: -2.7510 1.4752 -5.2037  -0.332
V: -3.2087 5.1466 -3.2299  1.439
H: -1.2163 -0.6966 4.4367  0.407
C: 3.2252 3.0387 0.0990  -0.613
O: -4.2215 -2.3287 2.1182  -0.445
C: -2.4357 -2.5434 -4.3567  -0.713
H: 2.0778 -0.6925 0.2655  0.182
O: -0.6544 1.7797 -2.2367  0.771
H: 5.3230 3.1306 -0.4243  0.455
C: -3.5899 -1.9628 -4.8555  -0.404
C: 4.9583 1.5982 1.0461  0.222
C: -0.9209 0.3199 4.6524  -0.646
H: 4.3412 0.1191 2.3885  0.319
C: -0.4861 -3.9353 2.8077  0.866
C: -0.3059 2.1338 6.1482  -0.776
H: -4.5366 -2.4876 -4.8858  0.488
O: -4.6836 -1.5924 -1.7395  -0.484
H: 0.7844 3.2998 0.0130  0.010
H: 6.5873 1.1069 0.2454  0.388
O: 2.1556 2.8604 -3.1346  -0.526

Cartesian forces (eV/Å) of the 6 atoms listed first:
-0.6 -0.9 0.5
-0.6 0.0 0.0
-0.1 0.3 -0.1
0.3 0.0 -0.2
0.0 0.3 -0.6
-0.2 -0.3 0.3

Properties
2S+1 = 1
Kohn-Sham gap = 2.0 eV
total charge = +4
max |F| = 0.07520 hartree/bohr

***

Which of these has the lowest Kohn-Sham gap?
C30H29F3O16PSnV3

***

Which formula does entry 2 have?
C30H29ClN6O3